{
  "formula": "C21H35FP2Re",
  "method": "wB97M-V/def2-TZVPD",
  "e_lumo_ev": [-8.64, -8.49],
  "charge": 2,
  "relative_energy_kj_mol": 993.7,
  "spin_multiplicity": 4,
  "fmax_ev_per_a": 8.848,
  "s2": 3.827,
  "gap_ha": [0.2006, 0.2323],
  "e_homo_ev": [-14.096, -14.812],
  "species": ["P", "P", "C", "C", "H", "H", "H", "H", "C", "H", "H", "H", "C", "H", "H", "H", "C", "H", "H", "H", "C", "H", "H", "H", "Re", "C", "C", "C", "C", "C", "C", "C", "C", "C", "H", "H", "H", "H", "H", "H", "H", "H", "H", "H", "H", "H", "H", "H", "H", "F", "C", "C", "C", "C", "C", "C", "H", "H", "H", "H"],
  "coordinates": [[-0.590, -1.725, -3.940], [-0.752, 1.548, -4.188], [-1.308, -0.886, -5.561], [-0.462, 0.329, -5.791], [-2.367, -0.639, -5.371], [-1.277, -1.618, -6.384], [0.606, 0.053, -5.868], [-0.761, 0.797, -6.754], [-2.028, 2.492, -5.223], [-2.104, 3.539, -4.911], [-2.997, 2.004, -5.119], [-1.785, 2.522, -6.297], [0.559, 2.534, -5.438], [0.318, 2.438, -6.508], [1.587, 2.189, -5.338], [0.582, 3.597, -5.189], [-1.568, -3.249, -4.392], [-1.346, -4.101, -3.747], [-1.351, -3.530, -5.428], [-2.634, -3.023, -4.301], [0.895, -2.359, -5.110], [1.598, -1.520, -5.225], [0.605, -2.708, -6.110], [1.385, -3.172, -4.562], [-1.596, -0.434, -2.523], [1.914, 3.203, -2.853], [0.833, 4.029, -2.957], [-0.496, 3.177, -2.909], [1.370, -1.381, -3.000], [2.821, -1.513, -2.948], [3.362, -0.300, -3.332], [2.717, 0.948, -3.758], [2.049, 1.679, -2.608], [-0.972, -1.971, -1.219], [2.952, 3.653, -2.908], [0.807, 5.039, -2.523], [-0.605, 2.518, -2.020], [-1.446, 3.719, -2.921], [-3.181, -0.664, -1.818], [-2.695, -1.739, -2.241], [3.414, -2.347, -2.571], [4.432, -0.220, -3.493], [2.008, 0.806, -4.591], [3.515, 1.610, -4.134], [1.122, 1.124, -2.424], [2.675, 1.471, -1.703], [-0.071, -1.656, -0.681], [-0.893, -3.003, -1.614], [-1.830, -1.962, -0.536], [-0.305, 2.902, 2.882], [-0.560, 2.080, 1.809], [0.515, 1.580, 1.085], [0.242, 0.833, -0.073], [-1.073, 0.657, -0.543], [-2.126, 1.068, 0.292], [-1.877, 1.813, 1.461], [1.536, 1.760, 1.416], [1.060, 0.337, -0.605], [-3.154, 0.788, 0.042], [-2.687, 2.186, 2.090]],
  "mulliken_spin": [0.076, 0.021, 0.056, 0.233, -0.004, 0.010, -0.006, 0.014, 0.035, -0.002, -0.004, -0.005, 0.270, 0.000, -0.004, 0.001, 0.006, 0.001, 0.001, 0.001, 0.062, -0.017, 0.003, 0.000, 1.157, 0.064, -0.032, 0.324, 0.874, -0.061, -0.079, 0.119, 0.021, 0.021, 0.000, 0.008, -0.013, 0.008, -0.058, -0.036, 0.040, 0.000, -0.036, 0.017, -0.006, 0.018, -0.010, 0.008, 0.041, 0.001, 0.011, -0.010, -0.032, -0.100, 0.007, -0.019, 0.000, 0.009, -0.002, 0.000]
}

---

{
  "formula": "C21H35FP2Re",
  "method": "wB97M-V/def2-TZVPD",
  "e_lumo_ev": [-9.20, -9.13],
  "charge": 2,
  "relative_energy_kj_mol": 886.1,
  "spin_multiplicity": 4,
  "fmax_ev_per_a": 10.119,
  "s2": 3.836,
  "gap_ha": [0.1661, 0.1966],
  "e_homo_ev": [-13.720, -14.484],
  "species": ["P", "P", "C", "C", "H", "H", "H", "H", "C", "H", "H", "H", "C", "H", "H", "H", "C", "H", "H", "H", "C", "H", "H", "H", "Re", "C", "C", "C", "C", "C", "C", "C", "C", "C", "H", "H", "H", "H", "H", "H", "H", "H", "H", "H", "H", "H", "H", "H", "H", "F", "C", "C", "C", "C", "C", "C", "H", "H", "H", "H"],
  "coordinates": [[-0.681, -2.365, -1.122], [-0.862, 0.810, -1.158], [-1.459, -1.532, -2.656], [-0.631, -0.254, -2.723], [-2.523, -1.342, -2.335], [-1.331, -2.292, -3.438], [0.465, -0.430, -2.740], [-0.966, 0.350, -3.566], [-2.239, 1.824, -1.887], [-2.218, 2.863, -1.541], [-3.235, 1.403, -1.711], [-2.039, 1.826, -2.972], [0.320, 1.990, -2.266], [0.000, 1.933, -3.321], [1.373, 1.710, -2.266], [0.277, 3.054, -2.028], [-1.648, -3.918, -1.185], [-1.224, -4.586, -0.430], [-1.513, -4.304, -2.200], [-2.697, -3.671, -0.982], [0.908, -2.934, -1.967], [1.644, -2.111, -2.113], [0.564, -3.324, -2.951], [1.370, -3.745, -1.367], [-1.494, -0.802, 0.129], [2.165, 2.862, 0.374], [1.099, 3.756, 0.289], [-0.162, 3.176, 0.338], [1.840, -2.021, 0.416], [3.217, -1.972, 0.152], [3.584, -0.666, -0.229], [2.838, 0.555, -0.621], [2.139, 1.366, 0.502], [-0.948, -2.392, 1.436], [3.195, 3.294, 0.453], [1.171, 4.865, 0.364], [-0.217, 2.436, 1.135], [-1.040, 3.615, -0.138], [-3.254, -0.492, 0.638], [-2.902, -1.888, 0.248], [3.878, -2.844, 0.227], [4.699, -0.555, -0.272], [2.056, 0.310, -1.369], [3.580, 1.252, -1.091], [1.086, 1.056, 0.651], [2.711, 1.242, 1.456], [0.048, -2.210, 1.880], [-0.879, -3.423, 1.023], [-1.749, -2.375, 2.201], [-0.345, 2.287, 5.810], [-0.574, 1.572, 4.660], [0.525, 1.103, 3.942], [0.265, 0.421, 2.738], [-1.020, 0.322, 2.230], [-2.091, 0.670, 3.030], [-1.893, 1.335, 4.259], [1.554, 1.236, 4.294], [1.078, -0.080, 2.209], [-3.082, 0.388, 2.677], [-2.735, 1.648, 4.885]],
  "mulliken_spin": [-0.009, 0.064, 0.003, 0.032, -0.008, 0.002, 0.022, 0.009, 0.066, 0.002, 0.005, 0.001, 0.053, -0.002, -0.002, 0.001, 0.005, 0.001, 0.000, -0.001, 0.045, -0.011, 0.004, -0.005, 1.821, -0.017, -0.002, 0.023, 0.492, -0.071, 0.500, -0.101, 0.099, -0.030, 0.001, 0.002, 0.001, 0.005, 0.073, -0.028, 0.008, -0.002, 0.119, -0.013, -0.033, -0.006, 0.020, 0.006, 0.031, 0.001, 0.017, -0.006, 0.043, -0.193, 0.026, -0.015, 0.000, -0.038, -0.011, 0.000]
}

---

{
  "formula": "C21H35I2N2O2S",
  "method": "wB97M-V/def2-TZVPD",
  "e_lumo_ev": -3.65,
  "charge": 1,
  "fmax_ev_per_a": 4.700,
  "gap_ha": 0.2995,
  "e_homo_ev": -11.800,
  "species": ["C", "C", "C", "S", "C", "N", "N", "C", "C", "C", "C", "C", "C", "O", "C", "C", "O", "C", "C", "C", "C", "C", "C", "C", "I", "C", "C", "I", "H", "H", "H", "H", "H", "H", "H", "H", "H", "H", "H", "H", "H", "H", "H", "H", "H", "H", "H", "H", "H", "H", "H", "H", "H", "H", "H", "H", "H", "H", "H", "H", "H", "H", "H"],
  "coordinates": [[-0.734, -3.189, -0.464], [-1.508, -2.056, -0.123], [-1.863, -0.819, -1.082], [-0.487, -0.950, -2.373], [0.659, -0.242, -1.129], [2.061, -0.594, -1.153], [-0.033, 0.544, -0.269], [0.851, 1.044, 0.827], [1.190, -0.179, 1.862], [2.690, -0.070, 2.452], [3.667, -1.204, 1.849], [5.114, -1.215, 2.607], [6.256, -1.476, 1.507], [5.890, -2.502, 0.530], [6.319, -2.084, -0.778], [5.352, -1.347, -1.826], [7.487, -2.323, -1.160], [-1.492, 0.681, -0.555], [-2.245, 0.900, 0.854], [-3.777, 1.355, 0.742], [-4.772, 0.223, 0.164], [-6.281, 0.802, 0.420], [-7.166, 0.297, -0.820], [-2.035, 1.725, -1.634], [-3.278, 1.168, -3.377], [-1.823, 3.145, -1.583], [-2.402, 4.154, -2.713], [-0.739, 4.096, 0.022], [-0.599, -3.626, -1.502], [-0.244, -3.755, 0.406], [-1.960, -2.042, 0.929], [-2.925, -1.037, -1.404], [2.563, 0.293, -1.372], [2.224, -1.204, -1.970], [0.405, 1.851, 1.487], [1.847, 1.463, 0.428], [0.927, -1.201, 1.437], [0.493, -0.028, 2.772], [2.602, -0.313, 3.579], [3.135, 0.981, 2.376], [3.891, -0.899, 0.771], [3.176, -2.248, 1.872], [5.207, -0.174, 3.098], [5.153, -2.000, 3.437], [7.199, -1.865, 2.042], [6.520, -0.472, 1.030], [5.900, -1.145, -2.815], [4.997, -0.331, -1.412], [4.476, -2.047, -2.063], [-2.238, -0.041, 1.524], [-1.724, 1.708, 1.495], [-4.131, 1.534, 1.828], [-3.924, 2.377, 0.226], [-4.699, 0.071, -0.962], [-4.690, -0.730, 0.784], [-6.170, 1.945, 0.291], [-6.688, 0.525, 1.445], [-8.290, 0.379, -0.668], [-6.876, 0.910, -1.757], [-6.834, -0.780, -1.060], [-3.549, 4.051, -2.626], [-2.127, 5.236, -2.444], [-2.072, 3.868, -3.763]],
  "nbo_charge": [-0.384, -0.252, -0.351, 0.307, 0.465, -0.785, -0.426, -0.250, -0.421, -0.419, -0.399, -0.428, -0.083, -0.558, 0.797, -0.733, -0.520, 0.102, -0.446, -0.416, -0.437, -0.396, -0.623, -0.212, 0.216, -0.141, -0.680, 0.188, 0.230, 0.230, 0.232, 0.308, 0.408, 0.415, 0.262, 0.221, 0.226, 0.220, 0.220, 0.210, 0.192, 0.221, 0.217, 0.224, 0.212, 0.184, 0.265, 0.215, 0.224, 0.233, 0.240, 0.231, 0.222, 0.206, 0.213, 0.198, 0.220, 0.230, 0.206, 0.202, 0.247, 0.248, 0.253]
}